(1)
The following is a DFT calculation (ωB97M-V/def2-TZVPD) of a structure of composition C58H137F12N10O24S4 at a distorted geometry.

Last column: Mulliken charge in e.
Positions of all 245 atoms, in Å:
1 C -1.952 6.384 1.861  -1.526
2 C -1.974 4.859 2.029  0.567
3 C -0.492 4.333 2.131  -0.073
4 O -2.963 4.333 2.903  -1.005
5 H -2.918 6.736 1.499  0.370
6 H -1.151 6.711 1.198  0.330
7 H -1.841 6.798 2.864  0.305
8 H -2.164 4.567 0.996  0.137
9 H -0.495 3.250 2.249  -0.370
10 H -0.140 4.708 3.092  0.053
11 H 0.176 4.854 1.445  0.236
12 C -0.814 -2.351 2.921  -0.717
13 C 0.383 -1.955 1.945  1.667
14 C 0.052 -2.686 0.553  1.061
15 C 0.778 -2.237 -0.682  -0.943
16 C 0.759 -0.681 -0.790  0.028
17 C 1.193 0.142 0.497  2.346
18 N 0.506 -0.435 1.734  0.682
19 O 0.549 0.276 2.977  -0.118
20 C 0.785 1.706 0.233  -1.331
21 C 2.723 0.163 0.547  -2.101
22 C 1.720 -2.566 2.428  -1.907
23 H -0.652 -2.254 3.995  0.411
24 H -1.143 -3.369 2.713  0.064
25 H -1.678 -1.732 2.684  -0.259
26 H -0.991 -2.414 0.391  -0.393
27 H 0.322 -3.740 0.621  -1.097
28 H 0.541 -2.808 -1.580  0.524
29 H 1.794 -2.565 -0.460  -0.010
30 H -0.269 -0.324 -0.849  -0.365
31 H 1.160 -0.370 -1.755  -0.464
32 H 1.238 2.475 0.858  0.421
33 H -0.303 1.754 0.260  0.090
34 H 1.080 2.133 -0.726  0.029
35 H 3.236 0.485 -0.360  0.330
36 H 3.109 -0.854 0.604  0.444
37 H 3.173 0.645 1.414  -0.062
38 H 2.568 -2.356 1.776  0.298
39 H 1.718 -3.640 2.612  0.461
40 H 1.971 -1.958 3.297  0.147
41 C -4.440 -2.343 -0.283  0.719
42 O -3.745 -1.552 0.676  0.273
43 C -3.476 -0.201 0.161  -0.619
44 C -2.921 0.669 1.299  -0.337
45 N -3.727 0.709 2.589  1.092
46 H -3.963 -0.241 2.837  0.590
47 H -3.077 0.998 3.306  -0.503
48 C -5.131 1.429 2.482  -0.641
49 C -5.706 1.312 3.897  -0.478
50 O -6.095 -0.047 4.180  -0.212
51 C -6.124 -0.408 5.561  -0.467
52 H -5.127 -1.816 -0.945  0.554
53 H -4.843 -3.271 0.123  -0.582
54 H -3.705 -2.697 -1.006  -0.930
55 H -4.341 0.329 -0.238  0.828
56 H -2.764 -0.210 -0.665  -0.367
57 H -2.691 1.689 0.993  0.554
58 H -1.874 0.396 1.427  -0.747
59 H -5.822 0.957 1.784  0.333
60 H -5.013 2.470 2.182  0.393
61 H -6.635 1.859 4.058  0.538
62 H -5.116 1.642 4.752  0.152
63 H -5.198 -0.161 6.081  -0.064
64 H -6.421 -1.439 5.754  0.280
65 H -6.942 0.141 6.027  0.392
66 C -5.776 0.130 -7.301  -0.822
67 O -4.400 0.394 -7.058  -0.254
68 C -4.142 1.572 -6.343  -0.793
69 C -2.582 1.515 -6.161  -0.333
70 N -2.083 0.086 -5.763  0.917
71 H -2.431 -0.623 -6.393  0.682
72 H -1.082 0.020 -5.877  -0.328
73 C -2.466 -0.210 -4.284  -0.929
74 C -1.811 -1.494 -3.789  1.845
75 O -1.876 -2.449 -4.832  -0.455
76 C -1.185 -3.594 -4.792  -0.548
77 H -6.363 0.163 -6.383  0.340
78 H -5.823 -0.886 -7.694  0.259
79 H -6.177 0.971 -7.866  0.315
80 H -4.717 1.516 -5.419  0.391
81 H -4.393 2.505 -6.848  0.492
82 H -2.120 2.183 -5.434  0.142
83 H -2.075 1.709 -7.107  0.426
84 H -3.531 -0.147 -4.062  0.309
85 H -2.058 0.713 -3.874  0.374
86 H -2.075 -1.815 -2.782  -0.332
87 H -0.736 -1.334 -3.697  -0.782
88 H -0.111 -3.513 -4.625  0.268
89 H -1.325 -4.186 -5.697  0.322
90 H -1.692 -4.049 -3.941  0.036
91 C -2.875 0.973 7.366  -0.999
92 O -2.780 1.156 5.916  0.005
93 C -1.521 1.455 5.407  0.287
94 C -0.919 2.826 5.798  -0.606
95 N -1.992 3.847 5.534  0.781
96 H -2.354 3.935 4.595  -0.342
97 H -2.859 3.669 6.019  0.503
98 C -1.608 5.279 6.003  -0.577
99 C -1.586 5.460 7.550  -0.803
100 O -0.541 4.827 8.100  -0.167
101 C -0.164 5.012 9.421  -0.991
102 H -2.116 0.364 7.857  0.353
103 H -3.787 0.470 7.687  0.283
104 H -2.827 1.922 7.901  0.285
105 H -1.408 1.265 4.340  -1.110
106 H -0.871 0.616 5.653  0.424
107 H -0.018 3.104 5.252  0.387
108 H -0.626 2.768 6.846  0.313
109 H -2.441 5.781 5.510  0.440
110 H -0.691 5.488 5.454  0.400
111 H -2.481 5.097 8.054  0.404
112 H -1.510 6.484 7.915  0.499
113 H 0.552 4.277 9.788  0.303
114 H -0.960 4.808 10.138  0.386
115 H 0.414 5.892 9.703  0.374
116 C -2.499 -5.362 -1.332  -0.483
117 O -2.475 -5.116 0.082  0.380
118 C -2.349 -6.229 0.882  -0.475
119 C -3.618 -7.085 1.084  -1.107
120 N -4.824 -6.160 1.406  -0.235
121 H -5.180 -5.635 0.620  0.359
122 H -5.596 -6.801 1.526  0.448
123 C -4.672 -5.352 2.745  -0.056
124 C -6.028 -4.574 2.896  -0.970
125 O -6.225 -3.610 1.938  -0.040
126 C -7.511 -3.087 1.982  -0.862
127 H -3.181 -6.165 -1.610  0.430
128 H -1.536 -5.634 -1.764  0.027
129 H -2.868 -4.445 -1.791  -0.044
130 H -2.063 -5.893 1.879  0.368
131 H -1.474 -6.795 0.564  0.341
132 H -3.732 -7.834 1.868  0.412
133 H -4.109 -7.587 0.250  0.446
134 H -3.856 -4.629 2.706  -0.078
135 H -4.449 -6.022 3.575  0.529
136 H -6.091 -4.149 3.898  0.438
137 H -6.832 -5.308 2.954  0.495
138 H -7.376 -2.171 1.406  0.170
139 H -7.772 -2.745 2.984  0.399
140 H -8.264 -3.649 1.429  0.295
141 C 0.937 6.644 -6.627  -0.973
142 O 0.660 5.652 -5.670  -0.214
143 C -0.562 5.898 -4.948  -0.716
144 C -0.588 5.088 -3.656  -0.206
145 N 0.659 5.469 -2.810  -0.083
146 H 1.550 5.273 -3.244  0.581
147 H 0.656 6.476 -2.739  0.457
148 C 0.667 4.960 -1.394  -0.487
149 C 2.071 5.071 -0.754  -0.400
150 O 3.003 4.586 -1.707  -0.383
151 C 3.969 3.724 -1.053  -0.786
152 H 1.594 7.371 -6.148  0.336
153 H 0.098 7.221 -7.015  0.415
154 H 1.323 6.274 -7.576  0.250
155 H -1.320 5.548 -5.649  0.388
156 H -0.565 6.975 -4.783  0.569
157 H -0.666 4.008 -3.780  -0.052
158 H -1.430 5.445 -3.064  0.342
159 H 0.378 3.912 -1.475  -0.050
160 H -0.137 5.431 -0.829  0.541
161 H 1.905 4.431 0.113  0.246
162 H 2.361 6.059 -0.399  0.609
163 H 3.552 3.026 -0.327  0.068
164 H 4.568 4.326 -0.370  0.606
165 H 4.636 3.162 -1.707  0.329
166 C 6.672 2.713 1.844  -0.352
167 O 5.825 1.902 2.640  -0.412
168 C 5.883 0.461 2.297  0.290
169 C 5.203 -0.352 3.343  -0.771
170 N 3.822 0.129 3.848  0.769
171 H 3.725 1.110 3.626  0.493
172 H 3.161 -0.303 3.218  -0.973
173 C 3.496 -0.050 5.358  -0.418
174 C 3.853 1.140 6.151  -0.610
175 O 3.072 2.199 5.689  -0.138
176 C 2.941 3.335 6.451  -0.949
177 H 7.289 2.197 1.109  0.241
178 H 7.232 3.390 2.488  0.290
179 H 6.011 3.386 1.298  -0.023
180 H 6.930 0.214 2.124  0.664
181 H 5.301 0.507 1.376  -0.257
182 H 5.893 -0.414 4.184  0.436
183 H 4.956 -1.379 3.074  0.358
184 H 4.075 -0.875 5.775  0.469
185 H 2.413 -0.175 5.358  0.048
186 H 4.917 1.362 6.064  0.380
187 H 3.595 0.876 7.176  0.485
188 H 3.896 3.818 6.655  0.386
189 H 2.385 3.332 7.389  0.370
190 H 2.311 3.993 5.852  0.216
191 C 2.753 -7.135 2.187  -0.787
192 O 2.785 -6.730 0.800  -0.456
193 C 1.621 -6.276 0.149  -0.293
194 C 2.020 -5.643 -1.237  -0.358
195 N 3.131 -6.337 -2.064  -0.089
196 H 4.064 -6.214 -1.697  0.451
197 H 3.063 -7.345 -2.086  0.468
198 C 3.303 -5.935 -3.526  -1.083
199 C 3.677 -4.371 -3.655  -0.541
200 O 2.425 -3.540 -3.707  0.222
201 C 2.725 -2.172 -3.501  0.085
202 H 2.834 -8.219 2.270  0.319
203 H 1.879 -6.798 2.744  0.277
204 H 3.633 -6.778 2.721  0.281
205 H 0.854 -5.723 0.690  0.135
206 H 1.038 -7.179 -0.031  0.536
207 H 2.631 -4.772 -0.999  0.189
208 H 1.173 -5.379 -1.871  0.037
209 H 2.438 -6.161 -4.150  0.368
210 H 4.002 -6.689 -3.887  0.445
211 H 4.309 -4.126 -4.508  0.426
212 H 4.185 -3.977 -2.774  0.520
213 H 3.678 -1.857 -3.925  0.420
214 H 2.787 -1.925 -2.441  -0.098
215 H 1.824 -1.720 -3.918  -0.731
216 C 6.674 0.596 -1.721  0.479
217 F 5.964 1.577 -2.256  -0.187
218 F 7.560 1.040 -0.814  -0.283
219 F 5.841 -0.314 -1.139  -0.144
220 S 7.649 -0.315 -3.226  1.110
221 O 9.051 -0.250 -2.866  -0.698
222 O 7.066 -1.605 -3.503  -0.591
223 N 7.709 0.686 -4.712  -0.658
224 S 6.276 0.433 -5.469  1.073
225 O 5.097 0.483 -4.569  -0.306
226 O 6.205 1.395 -6.568  -0.699
227 C 6.414 -1.272 -6.355  0.535
228 F 5.481 -2.148 -5.999  -0.147
229 F 6.246 -1.061 -7.720  -0.245
230 F 7.595 -1.790 -6.217  -0.240
231 C 1.705 1.794 -4.503  0.097
232 F 2.552 2.926 -4.417  -0.314
233 F 2.234 0.841 -3.761  -0.007
234 F 0.504 2.228 -4.163  -0.031
235 S 1.790 1.323 -6.346  0.858
236 O 1.479 2.549 -7.095  -0.764
237 O 3.177 0.862 -6.534  -0.333
238 N 0.478 0.148 -6.601  -0.543
239 S 1.198 -0.963 -7.459  0.740
240 O 1.877 -0.512 -8.692  -0.621
241 O 1.908 -1.985 -6.695  -0.468
242 C -0.227 -1.898 -8.346  0.293
243 F 0.308 -2.885 -9.108  -0.215
244 F -1.036 -2.441 -7.412  -0.168
245 F -0.907 -1.135 -9.210  -0.219

Computed properties:
**HOMO energy**: -11.177 eV
**Orbital gap**: 5.11 eV
**Net charge**: +3
**DFT total energy**: -202310.829 eV

(2)
The following is a DFT calculation (ωB97M-V/def2-TZVPD) of a structure of composition C3H11N3O at a distorted geometry.

Last column: natural (NBO) charge in e.
Positions of all 18 atoms, in Å:
1 C -0.845 -0.814 -0.029  -0.075
2 C -2.099 0.024 0.102  -0.650
3 O -0.703 -1.428 -1.311  -0.722
4 H -0.878 -0.798 -2.021  0.475
5 H -0.847 -1.623 0.711  0.172
6 H 0.829 -0.878 -0.106  0.454
7 H -2.190 0.432 1.112  0.212
8 H -2.080 0.865 -0.598  0.195
9 H -2.998 -0.564 -0.104  0.212
10 N 2.051 0.254 -1.400  -0.695
11 N 0.660 0.678 1.828  -0.839
12 C 0.645 0.499 0.464  0.162
13 N 1.799 -0.139 -0.027  -0.570
14 H 2.836 -0.334 -1.670  0.355
15 H 2.427 1.200 -1.466  0.337
16 H 1.126 -0.051 2.350  0.396
17 H 0.034 1.337 2.265  0.395
18 H 0.232 1.338 -0.101  0.185

Computed properties:
**HOMO energy**: -7.080 eV
**Energy above the lowest of the compared OMol25 structures with the same formula, charge and spin**: 5.471 eV
**Orbital gap**: 8.08 eV
**DFT total energy**: -9802.530 eV

How do the records compare in lowest unoccupied orbital energy? In the order shown, they have -6.07, 1.00 eV.